# 1
# C58H73N9O2P

A 9-piece molecular cluster, C58H73N9O2P overall (ωB97M-V with the def2-TZVPD basis set, the OMol25 dataset).

Results
Multiplicity   1
Net charge   +1

Cartesian coordinates (Å):
1 C 1.28550 -0.13002 -0.98369
2 O 2.50814 -0.20000 -1.67839
3 C 3.43894 0.78912 -1.23610
4 C 3.58291 1.92720 -2.26369
5 C 3.64955 3.33901 -1.63277
6 C 2.70580 4.33357 -2.32887
7 C 2.19651 5.45377 -1.42000
8 C 1.07927 5.01218 -0.46027
9 C -0.15790 4.40949 -1.13159
10 C -1.31890 5.40627 -1.27801
11 C -2.33201 5.05613 -2.35291
12 N -3.15869 3.80546 -2.08765
13 C -2.46811 2.49626 -2.42527
14 C -3.46893 1.36719 -2.45792
15 C -4.34538 1.28092 -3.53332
16 C -5.26915 0.25485 -3.60888
17 C -5.32964 -0.71976 -2.62848
18 C -4.44849 -0.62819 -1.54749
19 C -3.51266 0.39527 -1.44138
20 C -2.58219 0.35315 -0.24174
21 P -3.87841 3.78382 -0.44996
22 O -2.90767 3.41047 0.58745
23 H 0.57821 -0.80501 -1.46390
24 H 1.40478 -0.40422 0.06989
25 H 0.87263 0.89116 -1.02073
26 H 4.39399 0.28397 -1.07828
27 H 3.11602 1.19018 -0.27035
28 H 2.74866 1.82613 -2.96192
29 H 4.48530 1.72348 -2.84011
30 H 4.66600 3.70020 -1.80044
31 H 3.46541 3.24995 -0.56043
32 H 3.28545 4.78931 -3.13372
33 H 1.90626 3.77020 -2.81622
34 H 1.81558 6.26305 -2.05100
35 H 3.03474 5.80057 -0.81395
36 H 0.78338 5.81821 0.21630
37 H 1.49919 4.23837 0.19034
38 H 0.05784 3.96389 -2.10444
39 H -0.51286 3.59251 -0.49480
40 H -1.77336 5.58081 -0.30101
41 H -0.89702 6.37036 -1.58210
42 H -1.82476 4.88464 -3.30241
43 H -3.03852 5.87303 -2.50583
44 H -3.95822 3.84476 -2.73126
45 H -1.67623 2.27622 -1.72116
46 H -2.05294 2.63189 -3.42390
47 H -4.31018 2.01065 -4.33828
48 H -5.93601 0.18342 -4.45960
49 H -6.01005 -1.55657 -2.65852
50 H -4.48057 -1.39291 -0.78480
51 H -1.56390 0.66617 -0.46917
52 H -2.51767 -0.67629 0.10656
53 H -2.98099 0.95848 0.57025
54 H -5.01873 2.96742 -0.50148
55 H -4.33634 5.10783 -0.30950
56 N -4.53279 -3.77350 -1.86793
57 C -5.21865 -4.68712 -1.17448
58 C -4.73908 -5.95259 -0.87755
59 C -3.47614 -6.30165 -1.32848
60 C -2.74900 -5.36903 -2.04938
61 C -3.31790 -4.12881 -2.28956
62 H -6.20503 -4.37959 -0.84162
63 H -5.33825 -6.64805 -0.30604
64 H -3.06539 -7.27578 -1.11626
65 H -1.75791 -5.60475 -2.41262
66 H -2.77678 -3.37024 -2.84854
67 N -3.76520 5.85613 5.05035
68 C -2.92314 6.84049 5.36052
69 C -1.94124 7.31131 4.50106
70 C -1.82606 6.72577 3.25157
71 C -2.69207 5.69733 2.91151
72 C -3.63972 5.30569 3.84466
73 H -3.04633 7.26989 6.34856
74 H -1.28635 8.11539 4.80644
75 H -1.07030 7.06580 2.55357
76 H -2.64815 5.19946 1.95077
77 H -4.33864 4.50571 3.61987
78 N 0.64338 -6.92267 -1.87317
79 C 1.23672 -6.14072 -2.77364
80 C 2.60622 -6.11501 -2.98796
81 C 3.40677 -6.94605 -2.22131
82 C 2.80713 -7.76468 -1.27805
83 C 1.42781 -7.71590 -1.14522
84 H 0.57649 -5.50273 -3.35243
85 H 3.03165 -5.46070 -3.73635
86 H 4.48057 -6.95656 -2.35757
87 H 3.39352 -8.42982 -0.65891
88 H 0.91856 -8.34354 -0.42149
89 N 5.18306 5.23156 -4.35070
90 C 6.09993 5.97680 -3.73329
91 C 7.08695 6.68748 -4.39712
92 C 7.12823 6.61971 -5.78001
93 C 6.18444 5.84845 -6.43909
94 C 5.23753 5.17819 -5.68152
95 H 6.03592 5.99997 -2.65013
96 H 7.80469 7.27602 -3.84305
97 H 7.88481 7.15832 -6.33554
98 H 6.18197 5.76629 -7.51708
99 H 4.48080 4.56446 -6.15876
100 N -2.92164 -7.81570 1.32548
101 C -3.03421 -6.80390 2.18312
102 C -2.87340 -6.93701 3.55450
103 C -2.58192 -8.19220 4.06256
104 C -2.46648 -9.25808 3.18620
105 C -2.64449 -9.01774 1.83399
106 H -3.26095 -5.83804 1.74143
107 H -2.96948 -6.07778 4.20415
108 H -2.44098 -8.33818 5.12520
109 H -2.23489 -10.25145 3.54247
110 H -2.55409 -9.82297 1.11263
111 N 8.67060 1.81745 -2.65874
112 C 7.41563 1.49370 -2.96387
113 C 6.96900 0.18695 -3.09903
114 C 7.87855 -0.84143 -2.91092
115 C 9.18883 -0.52221 -2.59555
116 C 9.53120 0.81718 -2.48032
117 H 6.73880 2.33141 -3.10466
118 H 5.93578 -0.01915 -3.34604
119 H 7.57076 -1.87470 -3.00859
120 H 9.93166 -1.29254 -2.44117
121 H 10.54552 1.10926 -2.23210
122 N 0.76902 -9.26215 4.43272
123 C 1.27170 -8.46597 3.49097
124 C 2.62067 -8.40325 3.17673
125 C 3.49838 -9.21084 3.88249
126 C 2.99270 -10.04446 4.86675
127 C 1.62578 -10.03326 5.10058
128 H 0.54958 -7.84880 2.96460
129 H 2.97158 -7.73717 2.39980
130 H 4.55952 -9.19094 3.66920
131 H 3.64152 -10.69064 5.44159
132 H 1.18951 -10.67326 5.85963
133 N -7.16702 3.57494 9.77341
134 C -5.90502 3.93872 9.99234
135 C -5.01560 4.27642 8.98279
136 C -5.45871 4.23236 7.67040
137 C -6.76965 3.85459 7.42652
138 C -7.57872 3.53889 8.50777
139 H -5.59642 3.95834 11.03198
140 H -4.00124 4.56639 9.22157
141 H -4.79697 4.49006 6.85252
142 H -7.15961 3.80661 6.41861
143 H -8.61139 3.24169 8.35910

These are the Löwdin partial charges, in e, on atoms 1 to 99:
1. C -0.13
2. O -0.19
3. C -0.21
4. C -0.15
5. C -0.18
6. C -0.22
7. C -0.19
8. C -0.19
9. C -0.20
10. C -0.19
11. C -0.14
12. N -0.17
13. C -0.10
14. C -0.22
15. C -0.06
16. C -0.07
17. C -0.04
18. C -0.03
19. C -0.21
20. C -0.02
21. P 0.82
22. O -0.36
23. H 0.09
24. H 0.09
25. H 0.07
26. H 0.12
27. H 0.11
28. H 0.11
29. H 0.08
30. H 0.10
31. H 0.10
32. H 0.08
33. H 0.09
34. H 0.11
35. H 0.12
36. H 0.11
37. H 0.11
38. H 0.10
39. H 0.10
40. H 0.09
41. H 0.13
42. H 0.14
43. H 0.13
44. H 0.15
45. H 0.10
46. H 0.14
47. H 0.12
48. H 0.11
49. H 0.10
50. H 0.10
51. H 0.06
52. H 0.09
53. H 0.07
54. H 0.06
55. H 0.06
56. N 0.04
57. C -0.15
58. C -0.08
59. C -0.08
60. C -0.06
61. C -0.16
62. H 0.10
63. H 0.10
64. H 0.09
65. H 0.08
66. H 0.10
67. N 0.05
68. C -0.14
69. C -0.06
70. C -0.08
71. C -0.08
72. C -0.15
73. H 0.11
74. H 0.11
75. H 0.10
76. H 0.05
77. H 0.10
78. N 0.06
79. C -0.16
80. C -0.07
81. C -0.08
82. C -0.07
83. C -0.15
84. H 0.10
85. H 0.10
86. H 0.11
87. H 0.10
88. H 0.10
89. N 0.04
90. C -0.15
91. C -0.06
92. C -0.07
93. C -0.07
94. C -0.15
95. H 0.10
96. H 0.11
97. H 0.11
98. H 0.10
99. H 0.10

=====

# 2
# C59H150Br4N10O6

A 14-piece molecular cluster, C59H150Br4N10O6 overall (ωB97M-V with the def2-TZVPD basis set, the OMol25 dataset).

Results
Multiplicity   1
Net charge   +6

Cartesian coordinates (Å):
1 C -0.91331 8.20645 10.00469
2 C 0.20749 7.40386 9.32682
3 C 0.15491 6.91660 7.88800
4 O 1.35197 6.22036 7.56077
5 C 1.57457 6.04607 6.20082
6 N 1.51768 8.12959 9.58496
7 H 2.38601 7.67164 9.24394
8 H 1.56854 9.07376 9.22985
9 H 1.64942 8.23445 10.62047
10 H -0.52006 8.53907 10.93968
11 H -1.79660 7.60044 10.23864
12 H -1.27003 9.01813 9.37614
13 H 0.39590 6.47959 9.97907
14 H 0.06886 7.77277 7.20167
15 H -0.75385 6.31453 7.70562
16 H 1.72957 6.98275 5.65019
17 H 0.79939 5.51140 5.66397
18 H 2.41689 5.39254 6.07717
19 C 3.10904 2.36210 -0.11837
20 C 2.04443 1.47410 -0.76055
21 C 2.37693 0.00547 -0.85403
22 O 3.16797 -0.03607 -2.02125
23 C 3.56162 -1.31574 -2.37415
24 N 0.83595 1.48050 0.17097
25 H 0.96016 0.97455 1.05979
26 H 0.72353 2.47428 0.47994
27 H -0.06360 1.09395 -0.21587
28 H 3.55205 1.81126 0.72420
29 H 2.73597 3.33331 0.27014
30 H 3.94335 2.50610 -0.78470
31 H 1.67243 1.74456 -1.73451
32 H 1.46688 -0.55802 -1.00336
33 H 2.88838 -0.40692 0.03449
34 H 4.40308 -1.62688 -1.77366
35 H 3.91326 -1.30177 -3.39772
36 H 2.85057 -2.11899 -2.18707
37 C 5.72654 -5.25524 -0.24716
38 C 4.60169 -5.88199 0.54564
39 C 4.78849 -7.29490 1.07720
40 O 5.61425 -7.30247 2.15167
41 C 6.34108 -8.50028 2.41205
42 N 4.26355 -4.87131 1.62889
43 H 3.40045 -4.36259 1.54471
44 H 4.21994 -5.39268 2.51135
45 H 4.99565 -4.13154 1.76566
46 H 6.61431 -5.15477 0.37866
47 H 5.39624 -4.30923 -0.65711
48 H 6.03007 -5.91671 -1.05468
49 H 3.80468 -5.86851 -0.20932
50 H 5.31235 -7.84851 0.27808
51 H 3.85260 -7.91480 1.28658
52 H 7.21909 -8.18619 2.96721
53 H 6.63884 -9.05236 1.51570
54 H 5.74815 -9.19274 3.05461
55 C -5.52780 3.02587 -0.75587
56 C -6.84885 3.33793 -0.08873
57 C -6.78059 2.92793 1.38919
58 N -8.05970 2.95122 2.20576
59 C -8.43058 4.34215 2.59264
60 C -7.83668 2.00987 3.44993
61 C -9.25837 1.80716 3.89452
62 C -10.03713 1.64648 2.59476
63 C -9.14965 2.29616 1.52012
64 H -4.72574 3.35881 -0.09814
65 H -5.46238 3.57410 -1.67510
66 H -5.38099 1.96814 -1.04588
67 H -7.64563 2.78859 -0.57931
68 H -6.99634 4.41369 -0.08354
69 H -5.98154 3.47048 1.86982
70 H -6.50845 1.85854 1.33257
71 H -7.55018 4.88852 2.86163
72 H -9.03835 4.32307 3.48673
73 H -8.97921 4.93810 1.84058
74 H -7.20792 2.56515 4.14208
75 H -7.31797 1.10498 3.12392
76 H -9.62070 2.68533 4.47743
77 H -9.30290 0.99615 4.64867
78 H -11.06055 2.09601 2.67045
79 H -10.21933 0.61137 2.34024
80 H -9.72025 2.94391 0.82730
81 H -8.71769 1.49555 0.90946
82 C 2.18095 8.08647 -3.44587
83 C 0.93961 9.00206 -3.18502
84 C -0.33781 8.55363 -3.85787
85 N -1.35737 7.77236 -2.99545
86 C -1.90641 8.64486 -1.90259
87 C -2.46187 7.05421 -3.72405
88 C -3.07273 6.06047 -2.75234
89 C -1.77373 5.67955 -1.83441
90 C -0.67079 6.51459 -2.43804
91 H 1.98592 7.02425 -3.32199
92 H 3.01149 8.33488 -2.77884
93 H 2.55935 8.15975 -4.45152
94 H 1.16028 10.03996 -3.47290
95 H 0.69701 9.04945 -2.12638
96 H -0.20741 7.94922 -4.75047
97 H -0.95406 9.36777 -4.19213
98 H -2.80122 8.24261 -1.46337
99 H -2.13158 9.55464 -2.44306
100 H -1.16414 8.83918 -1.13355
101 H -3.13487 7.80950 -4.09481
102 H -2.07344 6.50461 -4.56473
103 H -3.79019 6.61133 -2.12547
104 H -3.56118 5.21986 -3.31724
105 H -1.97531 6.01252 -0.82263
106 H -1.63514 4.62117 -1.84750
107 H -0.00169 6.86799 -1.65053
108 H -0.05951 6.08357 -3.23759
109 C 0.47223 -6.96572 0.34993
110 C 0.01692 -7.33832 1.76750
111 C -1.16796 -6.45809 2.20645
112 N -1.58901 -6.47461 3.70128
113 C -2.24180 -7.73792 4.14970
114 C -2.54334 -5.25844 3.88538
115 C -1.82660 -4.21258 4.74212
116 C -0.82238 -5.08729 5.57443
117 C -0.33723 -6.15187 4.60536
118 H -0.38577 -6.90356 -0.34032
119 H 1.10491 -7.75183 -0.10521
120 H 0.90596 -5.96647 0.35667
121 H 0.84149 -7.18885 2.46115
122 H -0.25061 -8.39969 1.83342
123 H -2.08081 -6.73167 1.65368
124 H -0.89438 -5.42483 1.94840
125 H -2.51445 -7.58328 5.20786
126 H -1.51312 -8.55403 4.03792
127 H -3.17167 -7.87471 3.57670
128 H -3.40670 -5.59992 4.43072
129 H -2.94364 -4.94005 2.91481
130 H -2.47866 -3.62761 5.40722
131 H -1.29478 -3.56035 4.04353
132 H -1.22716 -5.43907 6.50291
133 H 0.06642 -4.51211 5.81847
134 H -0.08422 -7.08496 5.10212
135 H 0.47435 -5.80350 3.91796
136 C 1.42079 -4.14915 -5.75659
137 C 0.64756 -3.26754 -4.79086
138 C -0.26595 -4.07365 -3.91374
139 N -1.07404 -3.25984 -2.93086
140 C -2.01286 -2.26803 -3.50566
141 C -1.62792 -4.26222 -2.01758
142 C -1.97358 -3.46274 -0.73516
143 C -0.91398 -2.37893 -0.61793
144 C -0.11218 -2.47452 -1.95816
145 H 2.20093 -4.56576 -5.10817
146 H 1.84028 -3.67775 -6.66325
147 H 0.79021 -4.97617 -6.02860
148 H -0.06269 -2.68480 -5.41767
149 H 1.26404 -2.59219 -4.26009
150 H 0.28788 -4.75876 -3.28840
151 H -0.90446 -4.65018 -4.55289
152 H -2.55170 -1.77818 -2.66163
153 H -2.72328 -2.67373 -4.20354
154 H -1.57109 -1.41110 -4.00477
155 H -2.47558 -4.74202 -2.55784
156 H -0.82266 -4.95681 -1.84498
157 H -2.98616 -3.03424 -0.76713
158 H -1.98837 -4.18965 0.08554
159 H -1.39265 -1.38861 -0.52530
160 H -0.29522 -2.52623 0.27196
161 H 0.07859 -1.49866 -2.44208
162 H 0.74550 -3.13220 -1.93563
163 C 7.40534 -6.14578 -5.74755
164 N 6.09955 -6.22930 -5.19096
165 C 5.20505 -7.06615 -6.05077
166 C 6.26758 -6.89604 -3.84555
167 C 5.47736 -4.91368 -4.97662
168 C 6.13757 -3.94623 -4.05446
169 O 7.13635 -3.16824 -4.80916
170 H 7.52733 -5.38526 -6.51714
171 H 7.64260 -7.09035 -6.26545
172 H 8.11926 -5.97560 -4.93424
173 H 5.54172 -8.09418 -5.99915
174 H 5.14586 -6.67076 -7.08748
175 H 4.21102 -6.95222 -5.64665
176 H 6.79062 -6.17941 -3.19594
177 H 7.01654 -7.69713 -3.90179
178 H 5.26665 -7.22344 -3.48861
179 H 4.48909 -5.19773 -4.72790
180 H 5.30494 -4.42140 -5.95727
181 H 6.56228 -4.33715 -3.12802
182 H 5.26898 -3.27255 -3.89954
183 H 8.06103 -3.36738 -4.64234
184 C -1.19412 3.21864 5.50260
185 N -1.35297 1.83075 4.99698
186 C -1.58042 0.82808 6.11081
187 C -2.59096 1.77948 4.13956
188 C -0.17298 1.43640 4.19759
189 C -0.23029 0.12319 3.46180
190 O 0.96007 -0.01116 2.67902
191 H -0.40184 3.13496 6.22585
192 H -2.10636 3.56000 6.00755
193 H -1.03468 3.85140 4.62258
194 H -2.61497 0.87590 6.43693
195 H -1.02001 1.03777 6.99209
196 H -1.46831 -0.15889 5.72093
197 H -2.49775 2.62340 3.41856
198 H -3.45065 1.74323 4.79100
199 H -2.60328 0.91033 3.48320
200 H 0.71558 1.44170 4.81804
201 H -0.01270 2.23326 3.47489
202 H -1.05417 0.08600 2.72835
203 H -0.25928 -0.80222 4.07370
204 H 1.23004 -0.93992 2.59190
205 C 0.42010 0.75864 -5.33928
206 N 1.16616 1.68971 -6.29947
207 C 2.52658 1.84262 -5.75850
208 C 1.34563 1.01414 -7.59723
209 C 0.54448 3.01906 -6.62823
210 C 0.14757 3.99922 -5.54194
211 O 1.24995 4.53944 -4.80755
212 H -0.60972 0.68580 -5.67160
213 H 0.50124 1.24422 -4.35173
214 H 0.98699 -0.17572 -5.31121
215 H 3.06682 0.87934 -5.67779
216 H 2.43998 2.25480 -4.75214
217 H 3.15785 2.50123 -6.38099
218 H 1.88009 0.09118 -7.47831
219 H 1.85740 1.66917 -8.29317
220 H 0.34735 0.76599 -7.93805
221 H -0.38989 2.89477 -7.18840
222 H 1.28873 3.51581 -7.27716
223 H -0.44433 3.54263 -4.72499
224 H -0.47448 4.78359 -5.97290
225 H 1.66891 5.26080 -5.24078
226 Br 2.88228 -4.70796 -2.34077
227 Br -0.75125 4.19999 1.74503
228 Br -1.77898 0.94824 -2.27213
229 Br 1.02851 -3.38265 2.19533

These are the Löwdin partial charges, in e, on atoms 1 to 99:
1. C -0.01
2. C -0.30
3. C -0.18
4. O -0.18
5. C -0.10
6. N 0.21
7. H 0.18
8. H 0.17
9. H 0.19
10. H 0.08
11. H 0.11
12. H 0.10
13. H 0.18
14. H 0.14
15. H 0.14
16. H 0.11
17. H 0.07
18. H 0.09
19. C -0.01
20. C -0.30
21. C -0.19
22. O -0.17
23. C -0.16
24. N 0.16
25. H 0.10
26. H 0.01
27. H 0.04
28. H 0.10
29. H 0.10
30. H 0.09
31. H 0.13
32. H 0.10
33. H 0.15
34. H 0.08
35. H 0.08
36. H -0.03
37. C -0.07
38. C -0.34
39. C -0.23
40. O -0.19
41. C -0.05
42. N 0.23
43. H 0.00
44. H 0.16
45. H 0.19
46. H 0.10
47. H 0.05
48. H 0.07
49. H 0.02
50. H 0.13
51. H 0.15
52. H 0.10
53. H 0.10
54. H 0.11
55. C -0.09
56. C -0.22
57. C -0.14
58. N -0.26
59. C 0.04
60. C -0.07
61. C -0.16
62. C -0.12
63. C -0.14
64. H 0.08
65. H 0.07
66. H 0.09
67. H 0.11
68. H 0.12
69. H 0.13
70. H 0.13
71. H 0.10
72. H 0.10
73. H 0.13
74. H 0.13
75. H 0.14
76. H 0.12
77. H 0.14
78. H 0.15
79. H 0.12
80. H 0.16
81. H 0.14
82. C -0.07
83. C -0.18
84. C -0.10
85. N -0.25
86. C 0.05
87. C -0.13
88. C -0.10
89. C -0.11
90. C -0.11
91. H 0.04
92. H 0.09
93. H 0.07
94. H 0.13
95. H 0.10
96. H 0.13
97. H 0.13
98. H 0.10
99. H 0.12

=====

Number 1: frontier orbital gap 7.92 eV, molecular weight 959.257 g mol⁻¹, E_tot -3238.23635 hartree. Number 2: frontier orbital gap 8.25 eV, molecular weight 1415.529 g mol⁻¹, E_tot -13630.92646 hartree.